[1]
{"formula": "C5H7NOS", "method": "ωB97M-V/def2-TZVPD", "elements": ["C", "C", "C", "C", "N", "C", "O", "S", "H", "H", "H", "H", "H", "H", "H"], "positions_angstrom": [[-2.48795, -0.62385, -0.49521], [-1.13820, -0.48365, -0.59617], [-0.25888, -0.34007, 0.58996], [0.45006, 1.02859, 0.59808], [1.62822, 0.81584, -0.21984], [2.22338, -0.42887, -0.22634], [3.29987, -0.71617, -0.65099], [1.09423, -1.60636, 0.42909], [-2.97516, -0.80643, 0.48181], [-3.13514, -0.72688, -1.36267], [-0.70375, -0.26360, -1.56971], [-0.80315, -0.56655, 1.53507], [0.74561, 1.19130, 1.65088], [-0.14256, 1.93201, 0.25588], [2.20343, 1.59467, -0.41984]], "forces_ev_per_a": [[1.380, -0.636, 0.359], [-2.724, 0.603, -0.023], [-0.255, -0.511, 0.045], [0.326, -0.091, 0.838], [-0.265, -0.239, -0.056], [-0.944, 0.642, 0.048], [0.928, 0.079, -0.301], [-0.633, 0.103, 0.582], [0.408, 0.227, -0.579], [0.217, 0.240, 0.058], [0.122, -0.303, 0.112], [0.346, 0.378, -0.711], [-0.047, 0.299, -0.278], [0.441, -1.388, 0.177], [0.701, 0.598, -0.271]], "mulliken_charge": [-0.783, -0.297, 0.104, -0.553, -0.237, 0.464, -0.548, -0.164, 0.236, 0.272, 0.298, 0.402, 0.256, 0.329, 0.221], "smiles": "C=C[C@@H]1CNC(=O)S1", "total_charge": 0, "spin_multiplicity": 1}

=====

[2]
{"formula": "C13H19Cl2O2Se2SnTe", "method": "ωB97M-V/def2-TZVPD", "elements": ["Sn", "Cl", "C", "C", "C", "Cl", "C", "O", "C", "C", "O", "C", "H", "H", "H", "C", "Se", "C", "C", "Se", "C", "H", "H", "H", "H", "H", "H", "H", "H", "H", "H", "C", "Te", "C", "H", "H", "H", "H", "H", "H"], "positions_angstrom": [[-0.38017, 0.09892, -0.04030], [1.00957, -7.45862, 0.36197], [0.95632, -5.73400, 0.39593], [1.65900, -5.04204, 1.39525], [1.62594, -3.67312, 1.43797], [2.49854, -2.82941, 2.66280], [0.86589, -2.90334, 0.51418], [0.85960, -1.61630, 0.60645], [0.15779, -3.63419, -0.48162], [-0.67222, -2.98919, -1.43722], [-1.01618, -1.79317, -1.44942], [0.23524, -5.04378, -0.53343], [2.22663, -5.59391, 2.13177], [-1.04886, -3.62435, -2.25195], [-0.30679, -5.57673, -1.30518], [-0.96452, 2.02311, 3.03843], [-1.58689, 2.75646, 1.34857], [-0.14966, 4.06246, 1.05083], [1.25150, 3.49685, 0.97013], [1.56346, 2.31118, -0.58270], [3.22483, 1.51062, 0.03645], [-0.92129, 2.80998, 3.78625], [0.00762, 1.54724, 2.92041], [-1.69160, 1.27418, 3.34295], [-0.20467, 4.76659, 1.88039], [-0.42118, 4.59020, 0.13720], [1.52153, 2.92958, 1.85929], [1.95681, 4.31976, 0.85217], [3.02233, 0.74784, 0.78382], [3.86636, 2.29113, 0.43496], [3.69608, 1.05869, -0.83209], [-1.69001, 2.88896, -2.97760], [-1.40237, 0.76331, -2.84730], [-3.39001, 0.42859, -2.13233], [-1.82351, 3.30822, -1.98308], [-2.56643, 3.09293, -3.58707], [-0.81316, 3.32783, -3.44808], [-4.08959, 0.61747, -2.94180], [-3.59465, 1.09865, -1.30045], [-3.47126, -0.60857, -1.81655]], "forces_ev_per_a": [[-0.087, -1.072, 0.372], [0.036, -0.102, 0.015], [-0.024, 0.099, -0.043], [-0.066, 0.034, -0.095], [-0.047, 0.013, -0.016], [0.061, 0.027, 0.063], [0.005, -0.219, -0.140], [-0.044, 0.735, -0.163], [0.202, 0.020, 0.321], [-0.064, 0.107, -0.121], [0.070, 0.023, 0.013], [-0.050, -0.021, -0.063], [0.023, 0.018, 0.003], [-0.065, -0.018, 0.065], [0.009, 0.003, 0.005], [0.054, -0.011, -0.116], [0.037, 0.417, -0.098], [-0.147, -0.234, 0.088], [0.055, -0.162, -0.109], [-0.105, 0.154, 0.165], [0.000, -0.094, 0.005], [0.011, 0.013, -0.008], [-0.006, -0.022, 0.051], [-0.014, 0.006, -0.004], [0.053, 0.079, -0.053], [-0.029, 0.032, 0.016], [-0.009, 0.023, 0.011], [0.080, -0.057, 0.012], [0.010, 0.019, 0.029], [-0.005, 0.031, -0.021], [0.016, 0.003, 0.006], [0.131, -0.132, 0.068], [-0.308, 0.468, -0.223], [0.073, -0.060, 0.000], [-0.022, -0.037, 0.003], [0.002, -0.074, -0.020], [0.007, -0.033, 0.002], [0.054, 0.018, -0.034], [0.047, -0.004, 0.014], [0.061, 0.011, 0.000]], "mulliken_charge": [0.705, -0.199, 0.182, -0.597, 0.395, -0.191, 0.313, -0.598, 0.673, -0.187, -0.442, -0.902, 0.447, 0.388, 0.400, -0.980, 0.023, -0.903, -0.671, 0.082, -0.988, 0.363, 0.290, 0.356, 0.445, 0.408, 0.396, 0.474, 0.336, 0.356, 0.350, -0.987, 0.280, -0.971, 0.203, 0.408, 0.341, 0.372, 0.315, 0.316], "total_charge": 1, "spin_multiplicity": 1}

=====

[3]
{"formula": "C14H36AlF6N8O9P2S2", "method": "ωB97M-V/def2-TZVPD", "elements": ["Al", "N", "O", "O", "O", "C", "F", "F", "F", "S", "O", "O", "N", "S", "O", "O", "C", "F", "F", "F", "O", "P", "N", "C", "C", "N", "C", "C", "N", "C", "C", "H", "H", "H", "H", "H", "H", "H", "H", "H", "H", "H", "H", "H", "H", "H", "H", "H", "H", "O", "P", "N", "C", "C", "N", "C", "C", "N", "C", "C", "H", "H", "H", "H", "H", "H", "H", "H", "H", "H", "H", "H", "H", "H", "H", "H", "H", "H"], "positions_angstrom": [[1.53763, 3.91876, -11.82464], [2.12595, 6.18744, -15.26863], [1.89053, 5.47214, -14.27840], [2.56210, 5.68337, -16.29272], [1.92883, 7.39612, -15.21695], [-2.92696, 2.14681, -12.99856], [-2.72611, 1.73801, -11.76735], [-2.57736, 1.20331, -13.81882], [-4.17463, 2.47874, -13.18309], [-1.84734, 3.73617, -13.27019], [-2.55488, 4.67995, -14.08400], [-1.55824, 4.19046, -11.93328], [-0.32151, 3.15365, -13.83990], [-0.47648, 3.20646, -15.43690], [-1.71706, 2.60045, -15.85695], [-0.18029, 4.49959, -15.96675], [0.81518, 1.91927, -15.99332], [1.23930, 2.24103, -17.18371], [1.81908, 1.91306, -15.09337], [0.30206, 0.70353, -15.91600], [3.24418, 5.98175, -10.68416], [4.09118, 7.02678, -10.08426], [5.40627, 6.56578, -9.16184], [6.58075, 5.98277, -9.83644], [5.20437, 6.09544, -7.80003], [3.16455, 8.02601, -9.05549], [3.71896, 9.05115, -8.18730], [1.80962, 8.32257, -9.49074], [4.78399, 8.06341, -11.19451], [5.72976, 9.10352, -10.77674], [4.01586, 8.43820, -12.37471], [6.70898, 4.94602, -9.53009], [7.42892, 6.60451, -9.54256], [6.55394, 6.02187, -10.92385], [6.14770, 5.84241, -7.32275], [4.54736, 5.21703, -7.79062], [4.68653, 6.84246, -7.19798], [3.19994, 9.17682, -7.23060], [4.72058, 8.80937, -7.83191], [3.66885, 10.02051, -8.69135], [1.28076, 7.37820, -9.64194], [1.27110, 8.98314, -8.81632], [1.86473, 8.81867, -10.47198], [5.16203, 10.00240, -10.51376], [6.31524, 8.80800, -9.91171], [6.39698, 9.41033, -11.58196], [3.50940, 9.39972, -12.23623], [3.33637, 7.62140, -12.60819], [4.74639, 8.57260, -13.17799], [0.31917, 4.72609, -9.40839], [-0.48843, 5.00867, -8.18600], [0.19841, 6.05989, -7.05463], [1.61755, 6.05478, -6.78004], [-0.60338, 6.75256, -6.01090], [-0.80937, 3.62318, -7.24774], [0.34003, 2.85909, -6.75823], [-1.98025, 3.49447, -6.38606], [-2.01467, 5.62768, -8.49018], [-2.09723, 7.03355, -8.88696], [-2.96435, 4.77045, -9.16924], [1.84183, 5.55041, -5.83878], [2.04786, 7.05161, -6.90982], [2.12752, 5.51657, -7.58604], [0.02736, 7.46807, -5.49421], [-0.98106, 6.02944, -5.28414], [-1.49179, 7.15342, -6.48789], [0.68836, 3.23723, -5.79452], [0.07743, 1.80250, -6.76274], [1.13929, 2.96147, -7.49626], [-2.88120, 3.78670, -6.91680], [-2.10643, 2.45244, -6.09094], [-1.84059, 4.09027, -5.47945], [-3.07262, 7.47039, -8.68046], [-1.31398, 7.59678, -8.38076], [-1.88611, 7.17892, -9.95197], [-2.96503, 4.95864, -10.24833], [-4.00200, 4.95838, -8.87744], [-2.76973, 3.70646, -9.04659]], "forces_ev_per_a": [[-0.802, 0.761, 0.137], [0.032, 0.412, -0.379], [0.207, -0.263, 0.157], [-0.165, -0.247, 0.387], [-0.027, -0.176, 0.312], [0.940, 0.811, -0.525], [0.002, -0.019, 0.727], [0.145, -0.753, -0.522], [-0.591, 0.269, 0.047], [0.288, 0.717, 0.943], [0.413, -0.981, -0.135], [0.649, -0.386, 0.382], [-1.822, 0.417, 0.728], [-0.080, -0.761, -1.969], [0.376, 0.123, 0.232], [0.543, -0.106, -0.139], [-0.242, 0.481, 1.900], [0.130, -0.294, -0.274], [0.401, 0.518, -0.367], [-0.337, 0.123, -0.753], [-0.520, -0.254, -0.418], [1.024, 0.787, 1.309], [-0.763, 0.376, -0.768], [0.136, 0.572, 0.225], [-0.869, -0.261, 0.086], [0.159, -0.487, 0.734], [0.458, 0.113, 0.336], [0.095, -0.547, -1.033], [0.299, -0.027, -0.058], [-0.497, 0.217, 0.214], [0.585, -0.330, 0.010], [0.120, 0.005, 0.000], [0.303, -0.419, 0.070], [-0.443, 0.038, 0.023], [0.075, 0.097, -0.120], [0.265, -0.185, 0.104], [0.212, 0.048, 0.034], [-0.637, -0.270, -0.284], [0.204, 0.143, -0.671], [0.330, 0.089, 0.084], [-0.189, 0.151, 0.092], [0.185, -0.111, 0.266], [-0.318, 0.099, 0.071], [0.069, 0.112, 0.095], [-0.018, -0.149, -0.053], [-0.022, -0.368, -0.197], [-0.193, -0.119, 0.017], [-0.149, 0.258, -0.206], [-0.267, -0.037, -0.216], [0.666, 0.089, 0.610], [-1.276, -0.514, 0.724], [-0.237, 0.753, -0.254], [0.287, -0.568, -1.459], [-0.217, -1.330, -0.766], [-0.065, -0.086, -0.713], [-0.027, 0.469, -1.212], [0.165, 0.200, -0.154], [0.844, 0.119, 0.689], [0.640, 0.123, -0.433], [-0.811, -0.215, -1.075], [0.162, 0.370, 0.178], [-0.084, 0.178, 0.689], [-0.115, -0.282, 0.128], [-0.129, 0.270, -0.170], [0.188, 0.001, 0.217], [0.113, 0.522, 0.316], [-0.031, -0.299, 0.178], [0.012, -0.026, 0.474], [0.137, 0.035, 0.168], [0.010, 0.194, 0.226], [0.160, -0.041, -0.036], [-0.303, -0.038, 0.104], [-0.056, -0.169, 0.213], [-0.212, 0.102, 0.107], [-0.196, -0.242, -0.116], [0.289, -0.038, 0.086], [0.167, 0.142, 0.503], [0.219, 0.098, 0.138]], "mulliken_charge": [1.267, 0.966, -0.318, -0.405, -0.475, 0.712, -0.204, -0.196, -0.210, 0.943, -0.609, -0.654, -0.225, 0.918, -0.541, -0.542, 0.666, -0.184, -0.215, -0.203, -0.772, -0.067, 0.257, -1.167, -1.033, 0.839, -1.262, -1.183, 0.409, -0.970, -0.976, 0.416, 0.367, 0.384, 0.456, 0.310, 0.317, 0.357, 0.390, 0.376, 0.190, 0.452, 0.320, 0.299, 0.297, 0.349, 0.299, 0.221, 0.417, -0.557, 0.280, 0.790, -1.308, -1.117, 0.247, -1.033, -0.925, 0.110, -0.940, -1.311, 0.386, 0.357, 0.290, 0.406, 0.220, 0.437, 0.274, 0.410, 0.256, 0.315, 0.372, 0.235, 0.316, 0.326, 0.232, 0.315, 0.322, 0.511], "total_charge": 1, "spin_multiplicity": 1}

=====

[4]
{"formula": "C7H6Cl2N4O", "method": "ωB97M-V/def2-TZVPD", "elements": ["N", "C", "N", "N", "O", "N", "Cl", "C", "C", "C", "C", "C", "C", "Cl", "H", "H", "H", "H", "H", "H"], "positions_angstrom": [[3.70440, -0.51588, 0.25349], [2.38024, -0.55192, 0.39534], [1.85193, -1.46095, 1.16862], [0.97152, -2.33623, 1.11092], [0.56122, -3.04541, 1.99226], [1.56030, 0.32872, -0.25715], [2.28572, 1.95172, -0.43951], [0.19515, 0.32003, -0.23020], [-0.56662, 1.36324, 0.29061], [-1.95744, 1.31368, 0.54103], [-2.57442, 0.13173, 0.01935], [-1.87121, -0.82277, -0.72798], [-0.53540, -0.66481, -0.96931], [0.49103, -1.70676, -1.82375], [4.08560, -1.30819, 0.69814], [4.33551, 0.12432, -0.07902], [0.05594, 2.17791, 0.64173], [-2.66031, 2.02607, 0.97609], [-3.62256, 0.04666, 0.08736], [-2.41893, -1.66170, -1.07843]], "forces_ev_per_a": [[-0.909, -1.958, 0.746], [-2.414, -0.521, 0.041], [3.122, 1.794, 2.374], [-2.769, -2.179, -4.074], [0.672, 0.775, 1.806], [2.485, 2.123, -0.231], [-0.124, -0.759, -0.119], [-3.765, 0.033, -1.150], [0.022, 0.712, 1.917], [0.098, -2.598, -2.046], [1.664, 1.401, 0.012], [-0.751, 0.826, 0.461], [1.999, 0.513, 2.053], [-0.251, -1.108, -1.200], [0.777, -0.750, 0.518], [0.815, 2.104, -1.092], [-0.436, 0.274, 0.228], [0.991, 0.244, 0.030], [-1.057, -0.331, 0.288], [-0.169, -0.595, -0.560]], "mulliken_charge": [-0.324, 0.561, -0.073, 0.102, -0.569, -0.157, -0.138, 0.433, -0.317, -0.786, -0.330, -0.582, 0.412, -0.160, 0.261, 0.137, 0.348, 0.355, 0.402, 0.425], "smiles": "N/C(=N/N=O)N(Cl)c1ccccc1Cl", "total_charge": 0, "spin_multiplicity": 1}

=====

Number 1: total energy -19671.0355 eV. Number 2: total energy -186740.0465 eV. Number 3: total energy -108585.1308 eV. Number 4: total energy -40403.8839 eV.